Record 1
The following is a quantum chemistry calculation of a structure of composition C34H48DyN3O3P, from the Open Molecules 2025 dataset.

Last column: Mulliken spin population.
Geometry (Å):
Dy (-0.18, -0.69, 0.28)  4.228
N (-1.27, -2.45, 1.21)  -0.028
N (-0.30, -3.66, -1.22)  -0.017
C (2.43, -0.45, 0.03)  -0.037
C (2.42, -1.81, 0.46)  0.042
C (1.86, -1.86, 1.76)  0.117
C (1.85, -3.02, 2.69)  -0.002
H (1.90, -3.98, 2.16)  -0.001
H (0.96, -3.02, 3.33)  0.000
H (2.73, -2.96, 3.37)  0.000
C (1.51, -0.54, 2.16)  -0.015
C (0.86, -0.13, 3.42)  0.010
H (1.61, 0.23, 4.13)  -0.005
H (0.31, -0.96, 3.90)  0.000
H (0.13, 0.68, 3.29)  0.019
C (1.94, 0.34, 1.11)  -0.121
C (1.80, 1.80, 1.10)  -0.041
H (1.14, 2.14, 1.90)  -0.017
H (1.40, 2.15, 0.14)  0.002
H (2.76, 2.33, 1.23)  -0.006
C (3.04, -2.94, -0.26)  0.014
H (4.12, -3.00, -0.02)  0.001
H (2.95, -2.80, -1.35)  -0.001
H (2.58, -3.90, -0.01)  0.000
C (2.89, 0.11, -1.26)  -0.038
H (2.12, 0.75, -1.73)  0.002
H (3.15, -0.66, -2.00)  0.001
H (3.77, 0.75, -1.11)  0.004
C (-1.83, -1.92, 2.33)  -0.023
H (-1.99, -0.82, 2.32)  0.025
C (-2.27, -2.75, 3.36)  -0.019
H (-2.79, -2.29, 4.20)  0.000
C (-2.01, -4.12, 3.29)  0.002
H (-2.31, -4.77, 4.09)  0.000
C (-1.35, -4.67, 2.20)  0.001
H (-1.04, -5.72, 2.11)  0.000
C (-1.01, -3.81, 1.11)  0.008
C (-0.36, -4.32, -0.03)  -0.015
H (-0.10, -5.38, -0.06)  -0.001
C (-0.30, -2.27, -1.34)  0.075
C (-0.12, -4.27, -2.48)  0.001
H (-0.14, -5.34, -2.56)  -0.001
C (-0.08, -3.30, -3.38)  -0.002
H (-0.08, -3.35, -4.46)  0.000
N (-0.19, -2.09, -2.71)  -0.007
C (-0.38, -0.82, -3.31)  -0.006
C (0.64, -0.25, -4.10)  -0.046
C (0.45, 1.07, -4.55)  0.122
H (1.25, 1.55, -5.12)  0.015
C (-0.73, 1.77, -4.27)  -0.050
C (-0.95, 3.16, -4.78)  -0.089
H (-0.83, 3.91, -3.98)  0.043
H (-1.97, 3.25, -5.18)  0.004
H (-0.23, 3.39, -5.58)  -0.010
C (-1.73, 1.16, -3.50)  0.031
H (-2.66, 1.70, -3.28)  0.000
C (-1.58, -0.15, -3.03)  -0.005
C (-2.72, -0.82, -2.32)  -0.069
H (-3.22, -1.57, -2.97)  0.002
H (-3.47, -0.07, -2.04)  0.002
H (-2.44, -1.36, -1.39)  0.007
C (1.91, -0.96, -4.44)  0.001
H (1.85, -1.47, -5.42)  0.000
H (2.20, -1.71, -3.70)  0.000
H (2.73, -0.23, -4.52)  0.000
C (-3.42, 1.72, 3.21)  -0.006
C (-3.90, 1.95, 1.79)  0.009
O (-2.91, 2.57, 0.89)  -0.021
P (-1.28, 2.28, 0.88)  0.079
O (-0.92, 2.68, 2.43)  0.021
C (-0.09, 3.81, 2.97)  -0.009
C (0.44, 3.30, 4.29)  0.000
O (-0.56, 3.36, 0.01)  -0.087
C (0.48, 3.92, -1.48)  1.086
C (1.87, 4.19, -1.01)  -0.132
H (-3.15, 2.66, 3.69)  0.000
H (-4.22, 1.26, 3.81)  -0.001
H (-2.57, 1.03, 3.26)  0.002
H (-4.21, 1.00, 1.34)  -0.002
H (-4.78, 2.60, 1.81)  0.000
H (-0.74, 4.68, 3.10)  0.000
H (0.70, 4.10, 2.28)  0.003
H (-0.42, 3.05, 4.92)  0.000
H (1.07, 2.40, 4.19)  -0.001
H (1.05, 4.08, 4.78)  -0.001
H (0.29, 3.00, -2.03)  -0.087
H (-0.14, 4.76, -1.72)  -0.070
H (2.46, 3.26, -0.96)  0.005
H (2.47, 4.88, -1.64)  0.071
H (1.78, 4.67, -0.01)  0.034

Spin multiplicity   6
Orbital gap (spin up / spin down)   0.1529 / 0.1745 Ha
Charge   -1
Expectation value of S²   9.78
E   -80020.5132 eV

=====

Record 2
The following is a quantum chemistry calculation of a cluster of 11 separate species, C19H39N12O24P in total, from the Open Molecules 2025 dataset.

Last column: Löwdin charge in e.
Geometry (Å):
C (1.31, -3.02, 1.32)  -0.273
P (-0.47, -2.99, 2.07)  0.928
O (-1.27, -4.31, 1.24)  -0.360
N (-1.26, -1.44, 1.74)  -0.202
C (-2.72, -1.47, 1.92)  -0.367
O (-3.16, -1.35, 3.12)  0.048
O (-3.71, -1.58, 0.88)  -0.096
N (-4.23, -2.85, 0.85)  0.077
C (-4.10, -3.23, -0.43)  -0.064
O (-4.07, -3.42, -1.68)  0.128
C (-0.83, -0.77, 0.49)  -0.233
C (-0.62, 0.81, 0.56)  0.013
C (-0.16, 1.68, -0.67)  -0.045
C (0.11, 1.01, -2.07)  -0.042
C (-0.13, -0.56, -2.16)  -0.024
C (-0.59, -1.42, -0.91)  -0.012
H (2.01, -3.73, 1.91)  0.052
H (1.18, -3.33, 0.22)  0.028
H (1.69, -1.93, 1.43)  0.064
H (-1.38, -4.10, 0.28)  0.016
H (-0.82, 1.32, 1.58)  0.080
H (-0.03, 2.80, -0.51)  0.061
H (0.48, 1.65, -2.97)  0.069
H (0.07, -1.05, -3.19)  0.051
H (-0.72, -2.55, -1.05)  0.076
C (0.91, -2.73, -6.36)  0.047
N (1.08, -2.48, -4.90)  -0.428
O (0.12, -2.71, -4.17)  0.022
O (2.17, -2.07, -4.53)  0.078
H (-0.10, -3.09, -6.54)  0.096
H (1.08, -1.78, -6.87)  0.100
H (1.65, -3.47, -6.65)  0.102
C (3.38, -6.49, 0.77)  0.039
N (3.51, -5.65, -0.45)  -0.422
O (3.93, -6.19, -1.46)  0.071
O (3.17, -4.47, -0.35)  0.024
H (3.71, -7.50, 0.53)  0.041
H (4.02, -6.04, 1.54)  0.105
H (2.33, -6.48, 1.07)  0.106
C (-0.29, 5.63, 2.58)  0.037
N (0.08, 4.56, 1.62)  -0.399
O (0.82, 4.86, 0.69)  0.062
O (-0.39, 3.44, 1.83)  0.028
H (0.20, 6.56, 2.27)  0.049
H (-1.37, 5.74, 2.56)  0.112
H (0.06, 5.32, 3.57)  0.061
C (0.37, 10.15, 0.54)  0.050
N (0.57, 8.85, 1.24)  -0.417
O (0.11, 7.85, 0.72)  0.059
O (1.19, 8.88, 2.30)  0.054
H (-0.19, 9.97, -0.38)  0.098
H (-0.18, 10.80, 1.21)  0.103
H (1.36, 10.55, 0.32)  0.104
C (-0.97, 3.11, -5.62)  0.050
N (0.26, 2.28, -5.78)  -0.425
O (0.41, 1.34, -5.01)  0.019
O (1.03, 2.61, -6.67)  0.065
H (-1.56, 2.70, -4.80)  0.097
H (-0.65, 4.13, -5.41)  0.105
H (-1.52, 3.05, -6.56)  0.102
C (4.85, 3.03, -5.54)  0.041
N (4.66, 4.41, -6.06)  -0.444
O (3.56, 4.92, -5.90)  0.053
O (5.62, 4.93, -6.62)  0.055
H (3.93, 2.69, -5.08)  0.090
H (5.11, 2.39, -6.39)  0.102
H (5.66, 3.06, -4.81)  0.101
C (4.56, -11.32, 1.00)  0.047
N (4.35, -9.94, 0.48)  -0.424
O (3.25, -9.43, 0.65)  0.044
O (5.30, -9.41, -0.07)  0.077
H (3.63, -11.66, 1.46)  0.097
H (4.82, -11.95, 0.15)  0.103
H (5.36, -11.28, 1.73)  0.103
C (2.50, 7.42, 5.60)  0.053
N (1.37, 6.49, 5.85)  -0.412
O (0.74, 6.64, 6.89)  0.081
O (1.15, 5.64, 5.00)  0.025
H (2.58, 8.11, 6.44)  0.098
H (3.41, 6.81, 5.52)  0.105
H (2.29, 7.95, 4.67)  0.087
C (-6.54, -0.24, 2.03)  0.039
N (-7.90, 0.36, 2.09)  -0.442
O (-7.99, 1.54, 2.38)  0.061
O (-8.84, -0.38, 1.84)  0.057
H (-5.81, 0.53, 2.27)  0.100
H (-6.51, -1.04, 2.76)  0.080
H (-6.39, -0.61, 1.02)  0.096
C (-5.00, -3.09, 4.42)  0.021
N (-5.22, -4.23, 5.34)  -0.439
O (-4.90, -5.34, 4.95)  0.060
O (-5.72, -3.97, 6.43)  0.052
H (-4.56, -3.46, 3.50)  0.073
H (-5.97, -2.63, 4.22)  0.088
H (-4.33, -2.39, 4.91)  0.094

Orbital gap   0.2712 Ha
Charge   0
E   -96607.4203 eV

=====

Record 3
The following is a quantum chemistry calculation of a cluster of 2 separate species, C7H17NO in total, from the Open Molecules 2025 dataset.

Last column: Löwdin charge in e.
Geometry (Å):
C (3.09, -0.67, -0.07)  0.030
C (1.57, -0.74, -0.21)  -0.584
N (0.90, -1.70, 0.44)  0.193
O (0.92, 0.05, -0.89)  -0.104
H (3.54, -0.53, -1.05)  0.086
H (3.44, -1.64, 0.32)  0.080
H (3.41, 0.05, 0.67)  0.087
H (-0.11, -1.75, 0.34)  0.082
H (1.32, -2.44, 1.04)  0.136
C (0.65, 2.40, 0.15)  -0.142
C (-0.07, 1.16, 0.62)  -0.338
C (-1.26, 0.69, -0.25)  -0.227
C (-2.15, -0.38, 0.41)  -0.280
C (-3.48, -0.76, -0.32)  -0.127
H (1.36, 2.19, -0.75)  0.083
H (-0.04, 3.27, -0.39)  0.102
H (1.26, 2.99, 1.08)  0.120
H (-0.54, 1.02, 1.57)  0.088
H (0.80, 0.43, 0.51)  0.043
H (-1.88, 1.66, -0.50)  0.137
H (-0.79, 0.28, -1.21)  0.121
H (-2.40, -0.10, 1.46)  0.120
H (-1.55, -1.27, 0.31)  0.049
H (-3.53, -1.15, -1.35)  0.048
H (-3.84, -1.77, 0.30)  0.113
H (-4.24, 0.11, -0.25)  0.085

ΔE to the lowest compared entry with this formula, charge and spin   126.9 kcal/mol
Orbital gap   0.3458 Ha
Charge   0
E   -11067.6366 eV